(1)
Below is one molecule with the formula C3H7ClN2 in a non-equilibrium geometry, with properties calculated with ωB97M-V with the def2-TZVPD basis set.

Properties
Energy above the lowest of the compared OMol25 structures with the same formula, charge and spin ... 31.4 kcal per mole
Net charge ... 0
SMILES string ... [H]/N=C(\CCl)NC
Total energy ... -688.1668 Eh
Maximum force ... 0.0946 hartree/bohr

XYZ file:
```
13
Properties=species:S:1:pos:R:3:forces:R:3
H -2.5014 -0.9472 0.2659 1.0 1.6 -0.5
N -1.9993 -0.0048 0.2301 -2.3 -2.7 0.3
C -0.7385 -0.1406 0.2500 -0.5 0.9 0.7
C 0.1152 -1.2845 0.1164 2.2 -1.8 0.7
Cl 1.5814 -0.8675 -0.8213 0.2 -0.5 -0.4
N -0.0649 0.9718 0.4732 -0.2 -0.6 0.1
C -0.7341 2.1393 0.5799 -4.3 2.2 0.1
H 0.5192 -1.7967 0.9935 -0.1 1.0 0.7
H -0.3563 -2.1137 -0.2762 -1.2 -1.4 -1.8
H 0.8823 1.1081 0.4360 2.4 -0.7 -0.4
H -1.4009 2.2264 1.4498 0.0 -0.5 0.0
H -0.0021 2.8176 0.7654 1.8 2.8 0.0
H -1.4309 2.3984 -0.2738 1.1 -0.2 0.5
```
Forces are in eV/Å.


(2)
Below is one molecule with the formula C4H8N2 in a non-equilibrium geometry, with properties calculated with ωB97M-V with the def2-TZVPD basis set.

Properties
Energy above the lowest of the compared OMol25 structures with the same formula, charge and spin ... 12.2 kcal per mole
Net charge ... 0
SMILES string ... CCNCC#N
Total energy ... -266.7026 Eh
Maximum force ... 0.0219 hartree/bohr

XYZ file:
```
14
Properties=species:S:1:pos:R:3:forces:R:3
C 2.0679 0.1541 0.2299 0.0 0.0 0.0
C 0.5600 0.2931 0.3754 0.1 0.1 0.1
N -0.1336 -0.4565 -0.6717 0.0 -0.1 0.1
C -1.5336 -0.1184 -0.8174 -0.1 0.0 -0.1
C -2.3062 -0.0847 0.4517 -0.4 0.0 0.9
N -2.8581 -0.0453 1.4680 0.5 -0.1 -1.0
H 2.3953 0.5545 -0.7338 0.0 -0.1 0.1
H 2.3773 -0.8963 0.2827 -0.1 0.1 0.0
H 2.5841 0.6916 1.0324 -0.1 -0.1 -0.1
H 0.2448 -0.0187 1.3849 0.0 0.1 -0.2
H 0.2728 1.3482 0.2735 0.1 -0.2 0.0
H -0.0374 -1.4531 -0.5015 0.0 0.1 0.0
H -2.0113 -0.8385 -1.4890 0.0 0.1 0.1
H -1.6220 0.8700 -1.2851 0.0 -0.1 0.1
```
Forces are in eV/Å.


(3)
Below is one molecule with the formula C4H3NO2 in a non-equilibrium geometry, with properties calculated with ωB97M-V with the def2-TZVPD basis set.

Properties
Energy above the lowest of the compared OMol25 structures with the same formula, charge and spin ... 164.8 kcal per mole
Net charge ... 0
Total energy ... -359.2078 Eh
Maximum force ... 0.0800 hartree/bohr

XYZ file:
```
10
Properties=species:S:1:pos:R:3:forces:R:3
C 0.7467 1.1774 -1.2024 0.1 0.1 -0.3
C 0.4106 0.1983 -1.9872 1.7 1.2 0.4
C -0.3658 0.0827 -0.6869 -1.2 1.7 -1.4
C 0.1839 -1.1185 1.3018 0.6 -3.4 2.2
N 0.0445 -0.3019 0.4429 0.1 0.7 0.6
O -1.6990 0.3566 -0.8538 -0.1 0.2 0.1
O 0.6393 -1.1282 2.5596 -0.3 0.8 -1.0
H 1.1008 2.0553 -0.6039 -0.4 -1.2 -1.1
H -1.7359 0.7459 -1.7464 -0.3 -0.3 0.4
H 0.6750 -2.0676 2.7764 0.0 0.1 0.2
```
Forces are in eV/Å.


(4)
Below is a 12-piece molecular cluster, C68H140F15N7O15S5 overall in a non-equilibrium geometry, with properties calculated with ωB97M-V with the def2-TZVPD basis set.

Properties
Energy above the lowest of the compared OMol25 structures with the same formula, charge and spin ... 144.0 kcal per mole
Net charge ... +2
Total energy ... -7675.0684 Eh
Maximum force ... 0.0858 hartree/bohr

XYZ file:
```
250
Properties=species:S:1:pos:R:3:forces:R:3
C -15.1689 -10.2267 28.1853 -1.1 -0.4 1.2
C -15.1738 -9.4427 26.8817 0.6 -0.9 -0.4
C -16.1101 -10.1174 25.8483 -0.4 2.1 -1.0
N -16.4455 -9.1147 24.6072 0.3 0.9 -0.1
C -17.4085 -9.7595 23.5770 1.8 -1.9 0.4
C -16.7021 -11.0066 23.0006 -0.1 0.5 0.7
C -15.3644 -10.6587 22.3656 0.2 1.0 -0.8
C -14.3562 -9.8041 23.2265 -2.1 -1.1 0.5
C -15.0813 -8.6415 23.9483 -0.6 -0.7 -0.6
C -17.2179 -7.8785 25.0669 0.8 -0.1 0.5
H -14.7811 -11.2437 28.2426 0.8 0.2 -0.8
H -16.1726 -10.4838 28.5240 -0.4 0.6 -0.1
H -14.7344 -9.6503 29.0021 0.2 0.0 -0.1
H -14.1499 -9.4462 26.5079 0.1 -0.2 -0.3
H -15.3164 -8.3801 27.0783 -0.8 -0.1 0.0
H -17.0949 -10.3696 26.2416 0.1 0.0 0.1
H -15.6450 -10.9967 25.4027 -0.2 0.2 0.1
H -18.3149 -10.0799 24.0907 0.1 0.3 0.2
H -17.6454 -9.0821 22.7565 0.2 0.4 0.4
H -16.5094 -11.7917 23.7318 -0.5 0.1 0.4
H -17.4353 -11.4602 22.3337 0.3 0.0 -0.4
H -14.9431 -11.5984 22.0083 0.5 0.2 0.0
H -15.5678 -10.0352 21.4950 0.0 -0.1 -0.4
H -14.0295 -10.4765 24.0197 0.6 0.0 0.1
H -13.4942 -9.4583 22.6560 -0.2 0.0 0.0
H -14.3584 -8.2472 24.6625 -0.7 0.0 0.6
H -15.3553 -7.7994 23.3128 -0.1 -0.2 -0.3
H -18.1887 -8.2021 25.4424 0.4 0.0 0.6
H -17.4454 -7.1157 24.3223 0.3 -0.7 -0.9
H -16.5642 -7.3204 25.7372 -0.5 -0.3 0.6
C -22.3357 -22.3315 25.7930 -0.8 0.7 0.8
C -21.0418 -22.7268 25.1671 0.2 -1.2 0.0
C -19.9158 -21.7560 25.4498 0.6 -0.4 -1.2
N -18.4765 -22.3001 25.2990 -0.1 -0.9 -1.2
C -17.5789 -20.9974 25.1034 0.4 -2.7 1.3
C -16.0684 -21.4239 25.1743 -0.7 1.1 0.7
C -15.6443 -22.2983 26.3579 -1.0 -1.4 0.2
C -16.6103 -23.5054 26.5947 -1.0 0.7 -0.1
C -18.0924 -23.0570 26.5895 0.7 0.9 -0.9
C -18.3441 -23.2719 24.1029 0.1 1.4 0.4
H -23.0219 -23.1783 25.7793 -0.2 0.2 -0.2
H -22.7515 -21.4746 25.2630 -0.3 -0.1 0.0
H -22.2426 -22.0165 26.8323 0.1 -0.1 0.1
H -21.2898 -22.8149 24.1093 0.6 0.0 -0.3
H -20.8345 -23.7447 25.4974 0.4 -0.1 0.2
H -19.9495 -21.3147 26.4459 -0.1 0.2 -0.1
H -19.9761 -21.0253 24.6432 0.0 0.6 0.5
H -17.9913 -20.4952 25.9785 0.9 1.0 0.0
H -17.8195 -20.4881 24.1702 -0.2 -0.3 0.1
H -15.5126 -20.4952 25.3036 0.0 0.2 -0.3
H -15.7039 -21.8529 24.2409 -0.3 -0.1 -0.2
H -15.5739 -21.7719 27.3098 0.0 0.4 -0.2
H -14.6675 -22.7030 26.0932 0.1 0.0 0.3
H -16.5592 -23.9492 27.5890 0.7 0.0 0.1
H -16.4481 -24.3111 25.8787 0.0 0.0 -0.1
H -18.2648 -22.3358 27.3884 0.1 0.0 0.2
H -18.7786 -23.8958 26.7068 0.0 0.1 -0.2
H -17.3034 -23.5739 23.9855 -0.2 -0.2 0.4
H -18.5617 -22.7055 23.1974 -0.3 0.0 0.1
H -19.0250 -24.1171 24.2039 0.2 0.2 0.1
C -18.1756 -17.9470 18.9058 1.0 -0.8 0.4
C -17.8404 -16.5063 19.0956 -0.1 1.4 -0.6
C -16.5335 -16.0240 18.4214 -0.3 0.3 1.7
N -16.2912 -14.4799 18.4388 -2.0 -1.3 0.5
C -16.5248 -13.8897 19.8742 1.1 -0.9 -0.6
C -15.4052 -14.3532 20.8838 -0.5 -0.5 -1.7
C -14.0351 -14.0921 20.3245 1.2 1.3 -1.1
C -13.7440 -14.6458 18.8623 -1.4 -0.6 2.1
C -14.8815 -14.2169 17.9293 -0.2 0.6 -0.5
C -17.3663 -13.7882 17.5056 2.1 -0.6 0.6
H -19.1979 -18.0689 19.2637 -0.1 -0.3 -0.8
H -17.5903 -18.5953 19.5581 0.3 0.0 -0.3
H -17.9246 -18.1665 17.8681 -0.8 -0.7 0.0
H -17.8774 -16.3213 20.1691 0.1 0.6 -0.1
H -18.6644 -16.0408 18.5548 -0.2 0.7 0.5
H -16.5008 -16.3667 17.3871 0.3 0.1 0.1
H -15.7468 -16.4038 19.0732 0.4 -0.3 -0.7
H -17.5025 -14.2354 20.2099 0.0 0.3 -0.2
H -16.5454 -12.8475 19.5555 0.2 0.3 1.1
H -15.4471 -15.4369 20.9925 -0.5 0.0 0.1
H -15.5116 -13.9409 21.8872 -0.3 0.2 -0.2
H -13.2710 -14.3823 21.0456 0.0 -0.4 -0.2
H -13.9123 -13.0116 20.2501 0.1 0.4 0.0
H -13.7415 -15.7302 18.9723 0.0 -0.2 -0.2
H -12.7357 -14.4022 18.5276 -0.3 0.5 -0.2
H -14.8428 -14.6730 16.9401 0.1 -0.3 0.1
H -14.8889 -13.1485 17.7135 0.3 0.2 0.3
H -17.2483 -12.7221 17.6992 -0.2 -0.1 -0.3
H -18.3841 -14.1335 17.6872 0.4 -0.1 0.3
H -17.0268 -14.0464 16.5025 -0.3 0.2 -0.1
C -11.9006 -19.0136 30.6790 2.0 -0.5 0.1
C -11.1770 -18.4867 32.0036 -2.0 -0.7 -0.9
C -10.3748 -17.2147 31.8391 -0.1 -0.3 2.0
N -9.5256 -16.9395 33.1209 0.8 0.4 0.4
C -10.3299 -17.0285 34.4775 2.0 1.1 0.2
C -9.4533 -16.4761 35.6984 0.0 0.5 -0.3
C -8.8738 -15.0148 35.5429 -0.3 -1.9 -1.3
C -8.1508 -14.9649 34.1585 -1.3 0.6 0.6
C -8.9942 -15.4868 32.9679 0.7 -0.2 0.5
C -8.3327 -17.9450 33.1914 -0.8 0.9 0.5
H -12.7160 -19.7217 30.8265 -0.3 0.6 0.5
H -11.1779 -19.6554 30.1751 0.3 0.0 -0.2
H -12.1243 -18.2681 29.9160 -0.3 0.3 0.5
H -10.6420 -19.3032 32.4885 0.2 0.0 -0.3
H -12.0250 -18.2613 32.6503 0.2 0.1 0.4
H -11.1103 -16.4152 31.9289 0.4 0.4 -1.0
H -9.6714 -17.1985 31.0066 -0.4 0.3 0.0
H -11.1967 -16.3728 34.3953 -0.2 -0.4 -0.4
H -10.5515 -18.0865 34.6176 -0.3 0.3 0.0
H -10.0486 -16.4775 36.6114 -0.4 -0.3 -0.2
H -8.6296 -17.1616 35.8977 0.0 0.0 -0.1
H -9.6640 -14.2707 35.6426 -0.1 0.0 -0.3
H -8.1251 -14.7674 36.2954 -0.2 -0.3 0.2
H -8.1309 -13.8866 34.0005 0.9 0.0 -0.5
H -7.1593 -15.3957 34.2975 0.0 0.1 -0.5
H -9.7738 -14.7449 32.7954 -0.9 -0.7 0.4
H -8.5068 -15.4001 31.9967 0.5 -0.5 0.1
H -8.7233 -18.9458 33.3756 -0.1 0.2 -0.2
H -7.7184 -17.6797 34.0519 -0.1 0.1 -0.2
H -7.7198 -17.9062 32.2908 -0.3 0.1 -0.1
C -13.7252 -19.1952 27.2795 -0.5 -0.9 1.7
C -13.9352 -17.9510 26.5472 -0.2 2.2 -2.3
C -13.5238 -16.6574 27.2703 0.6 0.5 -0.8
N -13.5064 -15.3098 26.4411 -0.3 -1.2 0.6
C -12.4040 -15.3628 25.3629 -0.1 1.6 1.3
C -12.1533 -13.9987 24.6455 -0.3 -0.9 0.0
C -11.8254 -12.8512 25.6590 -1.2 -1.8 -0.7
C -12.9652 -12.8576 26.7087 1.0 1.3 -0.5
C -13.1459 -14.1876 27.4345 -0.3 0.8 -0.6
C -14.9084 -15.2227 25.8859 -0.1 0.8 -0.3
H -13.6522 -20.0348 26.5883 -0.1 0.0 0.2
H -14.6041 -19.3122 27.9135 0.3 -0.6 0.5
H -12.8124 -19.1445 27.8732 0.0 -0.2 0.1
H -14.9789 -17.7935 26.2753 -0.1 -0.5 -0.1
H -13.4109 -18.1589 25.6145 0.2 1.0 -0.4
H -12.4965 -16.7436 27.6243 -0.1 0.1 0.5
H -14.2882 -16.4372 28.0155 0.4 -0.2 0.5
H -11.5016 -15.4043 25.9729 0.2 -1.1 0.0
H -12.6366 -16.2197 24.7306 0.3 0.3 -0.1
H -11.3087 -14.2579 24.0071 0.1 0.4 -0.1
H -12.9905 -13.8320 23.9678 -0.1 0.6 0.0
H -10.8783 -13.0992 26.1381 0.0 -0.1 0.2
H -11.6849 -11.8803 25.1839 -0.3 -0.1 -0.2
H -12.6828 -12.0195 27.3459 0.1 -0.4 1.1
H -13.9028 -12.4261 26.3583 -0.3 -0.6 -0.7
H -12.2155 -14.4129 27.9557 0.1 -0.6 -0.3
H -13.9141 -14.0345 28.1924 -0.3 -0.6 -0.2
H -15.1364 -14.2049 25.5690 0.2 -0.1 -0.1
H -15.6492 -15.4820 26.6422 0.2 -0.1 0.1
H -15.0453 -15.8801 25.0273 0.4 0.0 0.1
C -7.9873 -11.4288 26.0721 -0.4 -0.2 -1.3
C -8.8789 -10.8601 27.1693 0.2 0.0 0.4
C -8.2639 -11.2693 28.5082 -1.1 0.6 1.2
N -9.0023 -10.7636 29.8175 1.3 1.3 0.1
C -10.4632 -11.1889 29.7988 0.0 -1.0 0.7
C -11.2321 -10.9715 31.1268 -1.0 1.7 -1.7
C -10.5718 -11.4498 32.3586 0.1 -0.8 -0.6
C -9.1408 -11.0371 32.3592 2.4 0.1 0.2
C -8.2408 -11.3392 31.0580 -1.9 0.5 0.8
C -8.8811 -9.2146 29.8909 -1.8 -0.8 -0.7
H -8.1371 -12.4806 25.8281 -0.1 -0.1 0.6
H -6.9133 -11.2866 26.1916 -0.1 0.2 0.4
H -8.2450 -10.9410 25.1321 0.1 0.2 -0.1
H -9.9316 -11.1153 27.0477 0.1 -0.7 0.0
H -8.9013 -9.7788 27.0338 0.4 0.2 0.3
H -7.2758 -10.8103 28.5400 0.1 -0.3 0.3
H -8.2692 -12.3332 28.7452 0.3 -0.1 -0.9
H -10.4832 -12.2603 29.5988 0.6 -0.2 0.1
H -10.9702 -10.7974 28.9169 0.2 0.7 0.3
H -12.2485 -11.3434 30.9974 0.1 -0.6 -0.1
H -11.4708 -9.9159 31.2566 0.3 0.4 -0.1
H -10.5951 -12.5391 32.3259 -0.2 -0.2 0.5
H -11.0825 -11.0258 33.2231 0.0 -0.4 0.1
H -8.7042 -11.5054 33.2413 0.6 -0.4 -0.2
H -9.0064 -10.0002 32.6671 -0.2 0.4 -0.6
H -7.9924 -12.3897 30.9068 -0.8 -0.2 -0.2
H -7.2565 -10.8786 31.1430 -0.3 0.5 -0.2
H -9.3175 -8.8289 28.9695 0.6 -0.2 -0.4
H -7.8653 -8.8488 30.0406 -0.2 -0.4 0.1
H -9.6432 -8.8284 30.5677 0.7 -0.2 0.8
C -10.1825 -19.1851 25.6530 -0.9 -0.2 0.3
C -11.1706 -20.1777 24.9626 2.0 -0.1 0.1
C -10.2947 -21.3344 24.4894 -0.7 -1.2 1.2
N -11.0777 -22.4878 23.8765 -1.3 -1.9 -2.0
C -10.0759 -23.5784 23.4456 1.2 0.6 -0.2
C -9.5036 -24.4251 24.5500 -0.1 -0.4 1.9
C -10.5483 -25.0077 25.5388 -0.7 1.0 -0.5
C -11.5302 -23.8989 25.9938 1.1 -0.2 -1.2
C -12.1498 -23.1443 24.7643 1.4 0.0 2.4
C -11.8516 -22.0121 22.6117 0.8 0.4 0.6
H -10.6888 -18.2302 25.7940 0.4 0.3 -0.5
H -9.2032 -19.1353 25.1768 -0.2 0.4 -0.2
H -10.0259 -19.4871 26.6885 0.2 -0.4 0.0
H -11.6628 -19.7682 24.0804 -0.5 0.3 0.4
H -11.7972 -20.5049 25.7923 -0.5 -0.1 -0.6
H -9.8199 -21.8266 25.3382 0.2 0.3 0.2
H -9.4783 -21.0679 23.8182 -0.4 0.2 -0.3
H -9.2629 -22.9803 23.0341 0.1 -0.1 -0.2
H -10.3525 -24.2607 22.6418 -1.2 0.5 0.0
H -8.7822 -23.8620 25.1421 0.0 0.3 0.1
H -8.8942 -25.2446 24.1690 -0.2 0.1 -0.5
H -10.0704 -25.4392 26.4183 0.0 -0.2 -0.2
H -11.1989 -25.7352 25.0535 0.4 -0.5 -0.1
H -10.9562 -23.1996 26.6018 -0.4 0.2 0.3
H -12.3231 -24.3768 26.5691 -0.1 0.4 0.1
H -12.7129 -22.3537 25.2602 -0.4 0.1 -0.9
H -12.7579 -23.8713 24.2259 0.1 0.5 -0.5
H -11.9217 -22.7945 21.8560 -0.2 -0.2 0.5
H -11.2827 -21.2064 22.1476 -0.1 0.1 0.2
H -12.8153 -21.6424 22.9618 0.1 0.1 -0.3
C -17.7922 -13.2604 27.5130 -3.8 -2.1 -0.9
F -16.5147 -13.4325 27.2979 1.7 0.4 0.6
F -18.1985 -13.8251 28.6695 1.1 0.4 -0.2
F -18.1069 -11.9850 27.5570 0.5 1.6 0.5
S -18.8385 -14.0080 26.1404 -3.0 -2.4 0.7
O -20.2040 -13.8252 26.6480 1.6 0.7 -0.4
O -18.5294 -13.2315 24.9536 1.0 0.5 -0.1
O -18.5109 -15.4408 26.0941 1.1 1.6 -0.1
C -9.7809 -12.0550 21.8663 0.8 0.3 -2.4
F -9.4643 -12.1680 23.1610 -1.0 0.1 0.0
F -10.2641 -13.2295 21.4101 0.6 -0.5 0.6
F -10.8309 -11.2368 21.6069 0.2 0.6 1.3
S -8.2119 -11.4361 20.8777 2.6 1.2 -1.8
O -7.5759 -12.6376 20.3261 -1.3 0.4 1.1
O -8.6871 -10.5260 19.8173 -0.6 -1.2 1.6
O -7.3601 -10.7463 21.8658 -1.7 -0.9 -0.1
C -17.3406 -17.6597 29.4042 2.0 -3.1 -1.8
F -18.0580 -16.6596 29.6219 -1.6 2.4 1.7
F -16.6954 -17.3616 28.2145 0.6 -0.5 0.6
F -16.3498 -17.8546 30.3692 -1.3 0.5 -1.1
S -18.4027 -19.2106 29.1227 -1.7 -2.6 -0.5
O -19.2153 -19.3261 30.2931 0.1 1.0 1.3
O -19.1970 -18.9841 27.9279 0.8 1.0 -0.4
O -17.5834 -20.4181 28.9589 1.4 0.9 -0.3
C -15.9630 -17.9035 22.5785 1.7 -1.4 0.1
F -16.6902 -18.5647 21.6840 0.1 -1.4 0.1
F -16.5305 -16.7467 22.6022 -0.3 2.1 1.1
F -16.0217 -18.5184 23.8157 -0.4 0.7 -1.3
S -14.1098 -17.8259 22.0528 1.7 -1.3 -0.7
O -13.5678 -16.6056 22.6561 -1.0 -0.6 0.0
O -13.5113 -19.0774 22.5957 -1.2 1.5 -0.2
O -14.1191 -17.8131 20.5809 -0.8 0.3 1.4
C -7.4354 -15.7786 28.6069 -0.6 1.4 -0.8
F -7.3267 -16.7045 27.6790 -0.2 -0.5 -0.2
F -7.0832 -16.3022 29.7776 0.4 0.0 0.5
F -6.5627 -14.7895 28.2383 -1.0 -0.6 1.0
S -9.2728 -15.1944 28.7357 0.8 1.8 -2.9
O -9.4287 -14.3340 27.5311 0.2 -1.1 1.7
O -9.9944 -16.4346 28.6579 -0.3 -0.7 0.5
O -9.4112 -14.4424 29.9748 0.4 -0.2 0.4
```
Forces are in eV/Å.


Which value of total energy does entry 4 give? -7675.0684 Eh